# 1
Computed, not measured: a cluster of 5 separate species, C27H43Br4O14P in total, with ωB97M-V/def2-TZVPD.

```
89
Properties=species:S:1:pos:R:3:forces:R:3:lowdin_charge:R:1
Br -1.609688 -0.135550 3.814427 0.024 0.311 -0.179 0.742
Br 3.219110 1.227059 2.209417 -0.115 0.121 -0.411 0.815
Br -0.908813 -0.885473 -0.513927 0.169 0.135 0.158 0.850
Br 2.288900 -0.965576 -1.652248 -0.016 0.241 0.171 0.687
P -0.210263 2.422376 -0.213083 -1.547 0.836 -0.333 1.030
O 0.103961 -7.149225 3.878249 -0.278 -0.083 0.312 0.149
O -1.712984 -5.878208 4.283176 0.075 -0.212 -0.140 0.069
O 5.242653 -5.712503 1.310655 -0.044 0.054 0.031 0.163
O 0.554779 1.695108 2.416769 -0.766 0.137 -0.573 -0.197
O 2.723107 6.385155 -2.223275 -0.195 0.178 -0.341 0.039
O -4.182309 1.243012 -3.599202 0.085 -0.073 0.371 0.088
O 0.483924 6.618995 -2.392581 0.053 -0.026 -0.008 0.160
O -1.057737 3.001004 3.260029 -4.265 -0.106 2.175 0.132
O 3.426324 -4.437174 1.730529 0.077 -0.251 -0.089 0.040
O -1.955735 -8.071057 3.922758 0.220 0.334 0.112 0.092
O 1.846410 7.438328 -3.992890 -0.008 -0.124 0.406 0.090
O 3.181864 -6.633670 1.367855 0.248 0.469 0.049 0.092
O -3.627490 -0.485937 -2.250310 -0.130 0.017 -0.107 0.124
O -3.330814 1.638424 -1.569345 -0.089 -0.129 -0.195 0.014
C -3.058830 -0.495701 1.464848 -0.263 0.543 0.924 -0.226
C 3.766054 7.625168 -5.470690 -0.346 0.055 -0.223 -0.022
C -4.102662 3.451336 -4.611364 -0.053 -0.278 -0.303 -0.022
C 3.264498 7.659839 -4.047669 0.354 -0.007 -0.560 -0.332
C -1.072709 -7.045284 4.016946 0.017 -0.069 0.089 -0.544
C 1.576145 6.799385 -2.826588 -0.063 0.031 -0.041 -0.545
C -3.707158 0.681710 -2.455038 -0.014 -0.072 -0.001 -0.569
C 3.634891 -1.304996 0.749983 -0.532 -0.516 -0.852 -0.242
C 1.997610 0.765881 0.689990 -0.190 -0.647 0.792 -0.564
C 0.492710 1.213549 1.071795 1.153 -0.882 -0.770 -0.584
C -3.228954 -7.589143 4.384341 -0.577 -0.196 -0.245 -0.332
C -3.114355 -6.112363 4.100131 -0.079 0.246 0.178 -0.093
C 1.910716 -6.145952 1.838890 -0.548 -0.233 -0.306 -0.328
C 0.769913 -6.823508 1.117319 0.283 -0.363 -0.337 -0.026
C 2.268412 -0.716602 0.326257 1.155 -0.339 -0.026 -0.723
C 0.571406 4.115291 -0.111278 0.817 -0.898 -0.299 -0.393
C 0.343072 1.944830 -1.927878 0.210 0.758 0.531 -0.299
C 4.068365 -5.609025 1.456445 0.010 -0.153 -0.036 -0.551
C 2.024884 -4.672557 1.553514 -0.047 0.320 0.111 -0.099
C -1.843646 0.341679 1.902267 -0.381 -1.089 -0.473 -0.699
C 3.778788 6.538474 -3.180773 0.246 0.000 0.267 -0.090
C -0.049329 2.875844 2.732210 3.674 1.069 -1.542 -0.415
C -4.364103 -8.274045 3.663298 0.185 -0.345 -0.161 -0.022
C -0.508370 0.000348 1.176329 -0.005 0.498 0.535 -0.660
C -3.318844 2.886473 -2.267927 -0.051 0.162 0.296 -0.108
C 2.111321 4.175029 -0.133607 -0.348 0.942 0.448 -0.135
C -4.339160 2.650804 -3.354062 0.117 0.417 -0.444 -0.329
H 3.897337 5.595655 -3.720883 -0.034 0.072 -0.115 0.142
H -3.292168 -7.783047 5.458730 0.082 0.079 0.008 0.160
H 4.853796 7.690827 -5.502315 -0.009 0.019 0.065 0.092
H 3.350201 8.455608 -6.041420 0.081 0.040 0.041 0.088
H 3.470421 8.635408 -3.598352 -0.027 -0.051 0.097 0.160
H 4.473698 -0.686522 0.446958 0.021 0.164 0.320 0.063
H 1.850938 -6.338821 2.905942 0.076 0.067 0.008 0.134
H 3.645301 -1.613236 1.790902 0.144 0.401 0.151 0.063
H -0.294523 1.185461 -2.364585 0.238 -0.308 0.157 -0.002
H -3.817629 -0.299995 2.227160 -0.074 -0.032 -0.088 0.058
H -2.311642 3.058533 -2.654981 -0.043 0.016 -0.115 0.119
H 0.536080 3.791169 2.541461 0.630 -0.453 -0.331 0.143
H -0.004015 -0.725908 1.807971 0.002 -0.237 -0.203 0.059
H -4.383675 -9.336613 3.906105 -0.054 0.040 0.072 0.088
H 0.226509 4.590737 -1.031057 -0.200 -0.035 0.003 0.044
H -4.868322 3.228351 -5.354905 -0.039 0.070 0.051 0.086
H -2.153831 1.372831 1.779199 0.455 0.240 0.433 0.077
H 4.714832 6.784804 -2.684127 -0.111 -0.031 0.169 0.142
H 1.408413 1.736623 -2.003860 -0.098 -0.335 -0.170 -0.006
H -4.237257 -8.198441 2.582266 -0.002 0.138 0.025 0.093
H 2.478371 4.100141 -1.152631 0.137 -0.422 0.003 0.061
H -3.588327 3.703480 -1.602187 0.025 -0.144 0.139 0.142
H 2.612552 3.491040 0.549594 -0.090 -0.159 -0.125 0.022
H -0.187541 -6.383655 1.392535 0.056 0.066 0.033 0.083
H 0.173123 2.862584 -2.502148 -0.015 0.049 0.107 0.033
H 3.449987 6.707955 -5.969939 0.070 -0.063 0.104 0.093
H 2.384624 1.375495 -0.114089 -0.009 0.138 -0.014 0.034
H -3.480147 -0.148067 0.525396 0.290 -0.258 -0.259 0.048
H 1.755736 -4.407245 0.525988 -0.036 -0.122 -0.017 0.139
H -3.141639 3.192978 -5.058964 0.053 0.041 0.127 0.091
H -3.699369 -5.502266 4.784762 0.189 0.077 0.050 0.141
H -2.866423 -1.563907 1.502663 0.063 -0.027 -0.329 0.061
H 0.899461 -6.744910 0.035577 0.013 0.160 0.023 0.093
H -5.322885 -7.835488 3.940644 0.039 0.029 0.050 0.092
H -4.121385 4.521094 -4.401583 -0.019 -0.022 0.061 0.092
H 3.717613 -2.223554 0.168570 0.145 -0.102 0.177 0.039
H 0.745606 -7.885982 1.356524 -0.065 0.050 0.115 0.091
H 1.549630 -1.443670 0.687972 -0.437 0.373 -0.117 0.042
H -5.355838 2.816506 -2.985996 0.035 -0.047 0.089 0.159
H 0.124983 4.709308 0.680440 0.034 -0.171 0.227 0.061
H 1.440315 -4.065560 2.243581 0.175 0.052 0.072 0.141
H -3.378897 -5.851374 3.072392 -0.038 -0.123 -0.013 0.141
H 2.400121 5.180122 0.186006 0.127 -0.025 -0.036 0.072
```
Forces are in eV/Å.

LUMO: 0.32 eV
Kohn-Sham gap: 0.31721 hartree
SMILES: CCP(C)[C@@](OC=O)([C@H](Br)[C@@H](C)Br)[C@@H](Br)[C@H](C)Br.C[C@@H]1COC(=O)O1.C[C@@H]1COC(=O)O1.C[C@@H]1COC(=O)O1.C[C@@H]1COC(=O)O1
total energy: -346819.74814 eV
energy above the lowest of the compared OMol25 structures with the same formula, charge and spin: 1.0768 eV

# 2
Computed, not measured: a cluster of 2 separate species, C3H11N3 in total, with ωB97M-V/def2-TZVPD.

```
17
Properties=species:S:1:pos:R:3:forces:R:3:lowdin_charge:R:1
N -2.553006 0.528045 -0.059135 0.466 0.564 -0.059 -0.020
N -2.324619 1.719257 2.167862 -0.340 0.516 -0.064 0.001
N 1.762476 -2.236228 -1.275246 0.959 0.481 0.926 0.231
C 2.972624 -0.182057 -0.922159 0.311 1.376 -0.184 0.206
C 2.857690 -1.491566 -1.337803 -0.882 -1.210 -1.081 -0.112
C -1.818328 0.777962 1.218436 0.095 -0.902 -0.642 -0.389
H 3.646429 -1.957034 -1.920222 0.382 0.041 0.446 0.152
H -3.323324 1.661294 2.347410 0.200 -0.341 0.007 0.075
H -0.802451 1.085349 0.975780 0.185 -0.004 0.004 0.088
H 2.163282 0.533506 -0.820860 -0.327 -0.497 0.382 0.104
H -1.757850 -0.218994 1.658734 0.037 0.182 0.474 0.089
H -2.087206 0.944520 -0.864194 0.097 -0.002 0.275 0.045
H -2.142065 2.674638 1.886592 0.038 -0.020 -0.021 0.069
H 1.004415 -1.942809 -0.661435 -0.175 -0.193 -0.326 0.156
H 1.864164 -3.226341 -1.493417 -0.427 0.253 -0.145 0.159
H 3.948394 0.286064 -0.891344 0.110 -0.257 0.002 0.101
H -3.410621 1.044398 -0.009004 -0.727 0.015 0.006 0.045
```
Forces are in eV/Å.

LUMO (alpha / beta): -4.46 / -7.83 eV
Kohn-Sham gap (alpha / beta): 0.26707 / 0.14327 hartree
total charge: +1
total energy: -7750.52099 eV
energy above the lowest of the compared OMol25 structures with the same formula, charge and spin: 0.8681 eV
2S+1: 2
expectation value of S²: 0.763

# 3
Computed, not measured: a cluster of 2 separate species, C4H11N3O in total, with ωB97M-V/def2-TZVPD.

```
19
Properties=species:S:1:pos:R:3:forces:R:3:lowdin_charge:R:1
O -1.412177 1.809125 0.693429 0.120 -0.017 -0.054 -0.087
N -1.300713 -1.418359 1.572857 0.024 -0.023 -0.122 0.144
N -0.879435 -1.912895 -1.079999 0.018 0.114 0.135 0.025
N -0.264715 -0.803690 -0.442059 0.014 0.182 0.059 -0.064
C 0.776500 0.946752 -0.900719 -0.314 -0.177 0.265 -0.063
C 2.189979 0.603563 -0.543102 0.009 -0.039 0.038 -0.147
C -0.486235 0.852694 1.170721 0.273 0.053 -0.273 -0.190
C -0.728350 -0.488433 0.754095 -0.036 -0.123 -0.090 -0.434
H 2.882269 0.989798 -1.303336 -0.093 -0.018 0.035 0.072
H 0.481147 1.972428 -0.695917 0.008 -0.031 0.018 0.046
H 0.503025 0.699197 -1.920779 0.016 -0.010 0.011 0.068
H -1.971080 -1.116178 2.256548 0.063 0.014 -0.059 0.097
H -0.934235 2.588489 0.377253 -0.046 -0.096 0.031 0.062
H 2.324220 -0.478713 -0.504124 -0.021 0.048 -0.001 0.068
H -1.386480 -2.361971 1.222316 0.004 0.104 0.001 0.084
H 2.471330 1.015584 0.425340 -0.026 -0.013 -0.047 0.069
H -0.249633 -2.251482 -1.795902 -0.044 0.043 0.025 0.070
H -1.761218 -1.646057 -1.515606 0.117 0.019 0.044 0.084
H -0.254198 1.000150 2.228985 -0.087 -0.029 -0.017 0.095
```
Forces are in eV/Å.

LUMO (alpha / beta): 0.89 / 0.89 eV
Kohn-Sham gap (alpha / beta): 0.28515 / 0.28520 hartree
total energy: -10839.11569 eV
energy above the lowest of the compared OMol25 structures with the same formula, charge and spin: 6.0956 eV

Q: Among the records above, which one has the lowest total energy?
A: C27H43Br4O14P